Molecular formula: H18O9
Method: DFT, wB97M-V/def2-TZVPD

Results
Maximum force = 5.52 eV Å⁻¹
HOMO level = -0.3931 Eh
Gap between HOMO and LUMO = 10.654 eV
Energy relative to the best compared isomer or geometry (same formula, charge and spin) = 4.109 eV
SMILES string = O.O.O.O.O.O.O.O.O

```
! RIJCOSX wB97M-V def2-TZVPD def2/J DEFGRID3
* xyz 0 1
H -2.350 0.906 2.093
O 3.882 -2.155 0.698
O -3.066 0.245 2.061
O -1.993 2.199 -3.452
H -2.617 2.513 -4.229
O 2.074 -1.919 2.684
H -3.884 0.740 2.168
O 0.459 2.391 2.943
H 3.985 -1.435 1.353
H -1.345 -3.299 -2.539
H -0.851 -3.530 -0.213
H 2.198 4.292 -3.047
H 1.761 2.797 -2.898
H -2.182 -2.114 -2.063
H -1.305 2.909 -3.453
O -0.374 -2.738 0.150
H 1.549 -2.308 3.386
H -0.942 -2.052 0.223
O -0.441 0.152 -0.197
H -0.288 3.018 2.921
O 2.148 3.464 -3.537
H 4.692 -2.524 0.558
H 1.043 2.555 3.649
H -1.370 0.071 0.230
O -2.202 -2.987 -2.501
H 0.076 0.089 0.600
H 1.343 -1.281 2.414
*
```